1.
Computed, not measured: 2 unconnected molecules or ions with the total composition C21H30ClF3NO11P3S3, with ωB97M-V with the def2-TZVPD basis set.

The structure (SMILES) is CCSC[C@]1(OC(=O)c2ccccc2)[C@](Cl)(N=C(C)C)S(=O)(=O)O[C@H](PP(=O)(O)O)[C@@]1(S)[PH2]=O.CCOC(=O)C(F)(F)F. The frontier orbital gap comes out at 7.58 eV. The charge is 0. As for the energy: -4678.84992 Eh.

Element x y z (Å)
C (-2.35095, -1.05822, 4.20638)
C (-2.52654, -1.31538, 2.64455)
S (-1.68284, 0.00797, 1.71517)
C (-1.72284, -0.28327, -0.10248)
C (-0.77492, -1.49973, -0.62145)
O (-0.14046, -2.03762, 0.53710)
C (1.20919, -1.84232, 0.74873)
O (2.12115, -2.43212, 0.23812)
C (1.61814, -0.82544, 1.87694)
C (2.22434, 0.46283, 1.63874)
C (2.58309, 1.38817, 2.73128)
C (2.26623, 0.94710, 4.09768)
C (1.63378, -0.33269, 4.39285)
C (1.32730, -1.20883, 3.26206)
C (0.09157, -0.91381, -1.78416)
Cl (1.12882, -2.09792, -2.70485)
N (0.87454, 0.24072, -1.48098)
C (1.95297, 0.42833, -2.18837)
C (1.92049, 1.04717, -3.64169)
C (3.41333, 0.15274, -1.66548)
S (-1.16752, -0.32129, -3.11586)
O (-1.34360, 1.12274, -3.05422)
O (-0.65605, -0.68460, -4.44328)
O (-2.61539, -1.13785, -2.98290)
C (-2.22617, -2.51596, -2.69822)
P (-3.88816, -3.46715, -2.87212)
P (-3.56325, -5.44586, -3.71338)
O (-2.52744, -5.47343, -4.76649)
O (-5.06643, -5.94426, -4.28562)
O (-3.23382, -6.47560, -2.42719)
C (-1.66010, -2.73847, -1.19275)
S (-3.16185, -3.05743, -0.10750)
P (-0.72510, -4.40336, -1.06768)
O (-0.52740, -4.98295, -2.45151)
H (-1.50000, -1.65932, 4.62089)
H (-3.26640, -1.34177, 4.77986)
H (-2.12862, 0.02872, 4.39212)
H (-3.61983, -1.42501, 2.44243)
H (-2.04284, -2.31214, 2.44526)
H (-1.37674, 0.70854, -0.52035)
H (-2.76818, -0.37643, -0.51354)
H (2.43592, 0.82337, 0.61418)
H (3.05370, 2.38314, 2.53647)
H (2.48622, 1.62047, 4.96153)
H (1.35604, -0.68540, 5.41286)
H (0.83118, -2.17820, 3.49065)
H (1.04180, 1.75000, -3.69743)
H (1.85826, 0.26651, -4.43764)
H (2.82766, 1.70749, -3.76486)
H (3.49703, -0.84680, -1.17374)
H (4.11293, 0.13089, -2.55005)
H (3.78724, 0.96944, -0.99511)
H (-1.52391, -2.90583, -3.49273)
H (-4.64736, -2.66178, -3.78147)
H (-5.72655, -5.72036, -3.59527)
H (-3.87420, -6.26723, -1.71496)
H (-2.74458, -3.99450, 0.81488)
H (-1.48396, -5.36290, -0.33142)
H (0.56080, -4.25276, -0.48325)
C (1.39875, 8.32929, 1.62496)
C (0.64143, 7.04284, 1.36665)
O (1.51559, 6.03250, 0.83454)
C (2.25349, 5.36708, 1.72682)
O (2.23567, 5.55741, 2.90903)
C (3.09246, 4.29697, 1.02766)
F (3.68898, 4.75548, -0.08534)
F (2.34550, 3.24399, 0.65391)
F (4.07542, 3.81158, 1.81480)
H (1.91396, 8.65853, 0.72034)
H (0.71856, 9.11665, 1.95192)
H (2.16064, 8.18965, 2.39370)
H (-0.12857, 7.21408, 0.61408)
H (0.13842, 6.68360, 2.26621)

Cartesian forces (eV/Å) of the 6 atoms listed first:
0.4 0.5 -0.3
-0.2 -1.4 1.0
-0.3 0.3 -0.3
-0.4 0.1 -0.4
-1.9 0.1 -0.2
1.2 0.0 -0.7



2.
Computed, not measured: a gas-phase ion, C21H30ClN2O2 (charge +1), with ωB97M-V with the def2-TZVPD basis set.

The relative energy (zero: lowest compared OMol25 entry of this formula, charge and spin) is 0.0 kJ/mol. The structure (SMILES) is CC[N@H+](CCNC[C@@H](O)COCc1ccc(Cl)cc1)c1cccc(C)c1. The frontier orbital gap comes out at 9.76 eV. The charge is +1. As for the energy: -1538.17846 Eh.

Element x y z (Å)
C (0.75561, -1.63565, -1.95664)
C (1.70726, -0.52718, -2.37068)
N (2.08154, 0.33648, -1.22006)
C (2.80482, 1.55859, -1.65776)
C (1.81518, 2.69676, -1.93362)
N (1.21699, 3.11329, -0.68082)
C (-0.22713, 3.25621, -0.62915)
C (-0.84784, 2.10679, 0.18050)
O (-0.48443, 0.87755, -0.43088)
C (-0.34074, 2.11979, 1.63659)
O (-0.49925, 0.87442, 2.27576)
C (-1.80068, 0.58259, 2.77255)
C (-2.69850, -0.00519, 1.71128)
C (-3.89236, 0.60001, 1.34183)
C (-4.67128, 0.06501, 0.33107)
C (-4.25073, -1.08218, -0.32632)
Cl (-5.20831, -1.74355, -1.59961)
C (-3.06499, -1.70566, 0.03621)
C (-2.29856, -1.16672, 1.05332)
C (2.82877, -0.41097, -0.20505)
C (2.27631, -0.59619, 1.04972)
C (2.99379, -1.30681, 2.00081)
C (4.23993, -1.81958, 1.69891)
C (4.80540, -1.62787, 0.44042)
C (6.15495, -2.18442, 0.12577)
C (4.08493, -0.91544, -0.50921)
H (0.57147, -2.28343, -2.80883)
H (-0.19533, -1.22396, -1.63162)
H (1.18099, -2.23827, -1.15816)
H (1.23250, 0.10148, -3.12511)
H (2.62030, -0.95267, -2.79196)
H (1.17000, 0.65962, -0.78495)
H (3.40078, 1.33609, -2.54406)
H (3.47306, 1.86587, -0.85115)
H (2.35739, 3.50708, -2.43496)
H (1.03478, 2.34872, -2.61519)
H (1.68759, 3.92002, -0.29810)
H (-0.51284, 4.19404, -0.15056)
H (-0.66607, 3.24203, -1.63220)
H (-1.94179, 2.20012, 0.15791)
H (-0.79784, 0.17614, 0.16772)
H (0.73758, 2.30435, 1.63151)
H (-0.83977, 2.91943, 2.19485)
H (-1.63710, -0.15053, 3.56836)
H (-2.24944, 1.48161, 3.20904)
H (-4.22272, 1.49323, 1.85133)
H (-5.60035, 0.53516, 0.05171)
H (-2.75510, -2.60811, -0.46617)
H (-1.38830, -1.66436, 1.36059)
H (1.31067, -0.18996, 1.30366)
H (2.57026, -1.45355, 2.98154)
H (4.79006, -2.37210, 2.44473)
H (6.49915, -1.86539, -0.85391)
H (6.87922, -1.86662, 0.87298)
H (6.12338, -3.27290, 0.14426)
H (4.51861, -0.75423, -1.48477)

Cartesian forces (eV/Å) of the 6 atoms listed first:
0.1 0.1 0.0
-0.3 -0.5 -0.5
-0.2 0.1 0.4
0.2 0.8 -0.3
0.3 -0.3 0.1
0.0 0.3 0.0



- Among the records above, which one has the lowest charge?
  C21H30ClF3NO11P3S3



- Which formula does entry 1 have?
  C21H30ClF3NO11P3S3